# 1
C3H5NO3 in the gas phase. Source: the Open Molecules 2025 dataset; level of theory: the ωB97M-V functional and the def2-TZVPD basis.

* LUMO: 0.63 eV
* energy above the lowest of the compared OMol25 structures with the same formula, charge and spin: 0.9969 eV
* HOMO energy: -10.17 eV
* charge: 0
* F_max: 0.463 eV/Å

Element x y z (Å)
N: 0.16 0.98 0.46
C: 1.05 -0.04 0.67
O: 2.19 0.04 1.08
C: 0.30 -1.29 0.22
O: -1.05 -0.88 0.13
C: -1.06 0.49 -0.18
O: -1.03 0.76 -1.54
H: -0.10 0.83 -1.78
H: 0.45 1.94 0.55
H: 0.68 -1.62 -0.76
H: 0.40 -2.10 0.94
H: -2.01 0.88 0.19

# 2
C3H5NO3 in the gas phase. Source: the Open Molecules 2025 dataset; level of theory: the ωB97M-V functional and the def2-TZVPD basis.

* LUMO: 0.79 eV
* energy above the lowest of the compared OMol25 structures with the same formula, charge and spin: 0.6362 eV
* HOMO energy: -10.12 eV
* charge: 0
* F_max: 0.554 eV/Å

Element x y z (Å)
N: -0.70 1.42 -0.30
C: -0.57 0.73 0.86
O: -1.22 0.94 1.86
C: 0.51 -0.36 0.83
O: 0.19 -1.45 -0.06
C: 0.51 -1.32 -1.34
O: 0.97 -0.34 -1.87
H: -0.12 1.22 -1.10
H: -1.40 2.15 -0.35
H: 1.48 0.07 0.55
H: 0.55 -0.80 1.82
H: 0.28 -2.25 -1.87